# 1
# C2H9N2O

2 unconnected molecules or ions with the total composition C2H9N2O in a non-equilibrium geometry (ωB97M-V/def2-TZVPD, OMol25).

Each line ends with the Mulliken spin population.
CARTESIAN COORDINATES (ANGSTROEM)
C: 0.72 0.05 0.96  0.404
C: 0.65 0.79 -0.14  1.140
N: 1.42 1.87 -0.45  -0.262
N: -0.22 -1.05 1.20  -0.123
H: 1.42 0.25 1.75  0.163
H: -0.08 0.59 -0.90  -0.602
H: 1.35 2.25 -1.37  -0.016
H: 2.27 2.16 0.02  0.012
H: -1.02 -1.00 0.53  0.044
H: -0.68 -1.06 2.15  -0.139
H: 0.28 -1.96 1.07  0.006
H: -2.74 -0.96 -1.22  -0.179
H: -1.50 -1.20 -2.19  -0.059
O: -1.85 -0.73 -1.42  0.612

The energy above the lowest of the compared OMol25 structures with the same formula, charge and spin comes out at 64.4 kcal/mol. Its gap between HOMO and LUMO (spin up / spin down) is 1.9 / 9.7 eV. Its spin multiplicity is 2. Its lowest unoccupied orbital energy (spin up / spin down) is -0.1 / 0.4 eV. The expectation value of S² is 0.750.

---

# 2
# C2H9N2O

2 unconnected molecules or ions with the total composition C2H9N2O in a non-equilibrium geometry (ωB97M-V/def2-TZVPD, OMol25).

Each line ends with the Mulliken spin population.
CARTESIAN COORDINATES (ANGSTROEM)
N: 2.13 -0.10 -0.86  2.458
H: 2.02 -1.09 -1.08  -0.498
H: 3.05 0.06 -0.44  -0.742
H: 2.03 0.47 -1.70  -0.416
H: 1.37 0.20 -0.20  -0.046
C: -0.53 -1.35 0.45  0.323
C: -0.79 0.09 0.10  0.206
N: 0.11 1.02 0.78  0.164
O: -1.78 0.51 -0.55  -0.155
H: 0.53 -1.56 0.67  -0.120
H: -0.91 -2.04 -0.30  -0.084
H: -1.06 -1.57 1.40  0.007
H: -0.37 1.91 0.90  0.012
H: 0.42 0.67 1.70  -0.111

The energy above the lowest of the compared OMol25 structures with the same formula, charge and spin comes out at 22.0 kcal/mol. Its gap between HOMO and LUMO (spin up / spin down) is 4.3 / 11.0 eV. Its spin multiplicity is 2. Its lowest unoccupied orbital energy (spin up / spin down) is 0.6 / 0.3 eV. The expectation value of S² is 0.750.